The following is a quantum chemistry calculation of C71H59CsF3N7O4P2SSe as an isolated structure, from the Open Molecules 2025 dataset.

Each line ends with the Mulliken charge.
Positions of all 149 atoms, in Å:
Cs: 0.823915 -1.037697 0.699802  3.042
C: 1.666252 6.258581 -0.549941  -1.142
O: 1.653220 4.871656 -0.693026  -0.215
C: 2.552726 4.165244 0.082223  0.542
C: 3.368357 4.746711 1.024252  -0.481
C: 4.244955 3.964787 1.793954  -1.169
C: 4.277644 2.598040 1.596565  -0.223
C: 3.473222 1.990520 0.633166  1.076
C: 3.545959 0.557530 0.339906  -1.172
N: 3.645491 -0.438768 1.130164  -0.604
N: 3.804953 -0.367193 2.473194  -0.568
C: 2.790191 -0.577104 3.265444  -0.044
O: 1.553700 -0.636187 2.957084  -0.596
C: 3.206604 -0.847376 4.680535  0.431
C: 2.375824 -1.626017 5.482251  -0.106
C: 2.727582 -1.929252 6.788713  -0.705
C: 3.913195 -1.441930 7.322892  -0.369
C: 4.746335 -0.661440 6.529509  -0.713
C: 4.400007 -0.373540 5.218663  -0.221
C: 2.553424 2.742858 -0.169740  -0.062
O: 1.778675 2.208092 -1.016866  -0.431
H: 0.952934 6.654115 -1.273627  0.227
H: 2.658191 6.683795 -0.757683  0.371
H: 1.361933 6.575497 0.456997  0.356
H: 3.344679 5.818159 1.190024  0.356
H: 4.883960 4.440990 2.528962  0.345
H: 4.936862 1.972682 2.188144  0.431
H: 3.474498 0.289424 -0.714987  0.477
H: 1.445649 -1.982693 5.057350  0.330
H: 2.076957 -2.548048 7.397080  0.365
H: 4.186811 -1.666534 8.348031  0.363
H: 5.673541 -0.277458 6.941744  0.379
H: 5.048115 0.228857 4.595485  0.371
C: -4.330206 5.947015 -0.286977  -1.818
C: -4.493140 4.556097 0.350211  1.736
C: -5.882843 4.440736 1.004344  -1.782
C: -3.425826 4.360085 1.416384  0.486
C: -3.279340 5.273934 2.457428  -0.207
C: -2.313554 5.098182 3.429570  -1.696
C: -1.480584 3.985842 3.394652  -0.288
C: -1.610609 3.038392 2.392056  -0.408
P: -0.627704 1.464181 2.238183  -0.050
C: -2.001201 0.368746 2.803864  1.391
C: -2.894585 0.723472 3.816453  -0.176
C: -3.940611 -0.116901 4.162034  -0.957
C: -4.117228 -1.321309 3.490775  -0.900
C: -3.239640 -1.686288 2.483133  -0.512
C: -2.188734 -0.843558 2.144558  1.381
C: 0.348737 1.747547 3.761032  1.281
C: 0.069608 1.224607 5.019306  -0.397
C: 0.852330 1.571515 6.109903  -0.969
C: 1.927557 2.434108 5.956017  -0.651
C: 2.223890 2.946077 4.700726  -0.899
C: 1.437442 2.607481 3.610584  0.069
C: -2.578263 3.261685 1.407008  -0.722
O: -2.627019 2.297848 0.449239  0.086
C: -3.436275 2.456321 -0.626565  -0.467
C: -3.277749 1.494571 -1.627030  -0.488
C: -4.096912 1.561899 -2.742365  0.224
C: -5.050473 2.561684 -2.855167  -1.620
C: -5.174278 3.513379 -1.857379  -0.326
C: -4.363286 3.490534 -0.729069  0.324
P: -1.948543 0.214017 -1.382588  1.138
C: -3.020681 -1.257920 -1.596261  0.402
C: -4.346988 -1.250840 -1.161562  -0.587
C: -5.129458 -2.390301 -1.259567  -0.681
C: -4.598570 -3.551726 -1.798358  -0.805
C: -3.273740 -3.576953 -2.202823  -0.324
C: -2.480361 -2.446086 -2.082829  -0.241
C: -1.209535 0.423174 -3.054978  1.349
C: -1.635724 -0.214070 -4.220501  -0.322
C: -1.097071 0.145195 -5.446901  -1.005
C: -0.140489 1.150124 -5.521927  -0.571
C: 0.302392 1.768138 -4.362943  -0.558
C: -0.214895 1.397242 -3.130036  -0.923
H: -4.444446 6.731175 0.463022  0.405
H: -5.076731 6.111749 -1.065192  0.386
H: -3.338284 6.037574 -0.731030  0.376
H: -6.004215 5.193185 1.786482  0.416
H: -5.998450 3.454623 1.456213  0.347
H: -6.673425 4.578746 0.263663  0.403
H: -3.931068 6.138561 2.508938  0.333
H: -2.209502 5.827411 4.224165  0.425
H: -0.724872 3.850471 4.157029  0.509
H: -2.774194 1.666031 4.337535  0.565
H: -4.621085 0.166614 4.957306  0.380
H: -4.940087 -1.973920 3.759205  0.381
H: -3.359817 -2.625964 1.960037  0.378
H: -1.507567 -1.136453 1.357177  -1.966
H: -0.751571 0.531011 5.146192  0.393
H: 0.639142 1.145525 7.083533  0.309
H: 2.552812 2.676607 6.807194  0.334
H: 3.078387 3.595202 4.558417  0.411
H: 1.675944 3.003111 2.627537  -0.040
H: -3.990177 0.826350 -3.527912  0.535
H: -5.690800 2.608325 -3.727929  0.391
H: -5.924384 4.288921 -1.960145  0.342
H: -4.774081 -0.348119 -0.742696  0.356
H: -6.154766 -2.366664 -0.908351  0.379
H: -5.211275 -4.441199 -1.885606  0.362
H: -2.849081 -4.496541 -2.576576  0.236
H: -1.436205 -2.484623 -2.369973  0.340
H: -2.378321 -1.002256 -4.172365  0.493
H: -1.430729 -0.354632 -6.349482  0.424
H: 0.266222 1.430467 -6.487967  0.332
H: 1.062840 2.539182 -4.397641  0.499
H: 0.178333 1.862515 -2.228426  0.243
F: -0.177599 -8.004269 2.590629  -0.354
C: -0.656447 -6.829884 2.065441  0.416
F: -1.317554 -6.239975 3.079048  -0.227
F: -1.579682 -7.220621 1.153297  -0.224
C: 0.457507 -6.014091 1.500546  0.063
C: 1.743660 -6.514009 1.565978  -0.215
C: 2.794741 -5.775553 1.043867  -1.085
C: 2.491018 -4.535044 0.497672  -0.568
N: 1.278915 -4.020267 0.432136  0.468
C: 0.222156 -4.729228 0.901195  -0.239
S: -1.326906 -4.073198 0.725573  -0.065
H: 1.925207 -7.478402 2.023276  0.442
H: 3.812430 -6.138528 1.084967  0.403
H: 3.285657 -3.917683 0.082613  0.424
N: 0.994342 -3.740202 -7.239974  -0.656
C: 0.643269 -4.134340 -6.217500  -0.072
C: 0.249869 -4.661565 -4.956862  0.410
C: -0.532901 -5.816238 -4.857604  -0.590
C: -0.826157 -6.311650 -3.603789  -0.823
C: -0.340009 -5.643621 -2.483722  -0.258
N: 0.398498 -4.541921 -2.570193  0.365
C: 0.684388 -4.060219 -3.766106  -0.301
H: -0.895330 -6.297185 -5.757145  0.486
H: -1.427608 -7.203314 -3.487314  0.458
H: -0.558272 -5.988759 -1.477292  0.201
H: 1.288975 -3.155378 -3.802000  0.724
C: 4.225829 -3.540123 -4.624210  -0.963
N: 4.447906 -2.267874 -5.266904  0.352
C: 5.223583 -2.042304 -6.386569  -0.425
C: 5.145183 -0.727637 -6.671305  -0.452
N: 4.316096 -0.153310 -5.730051  0.248
C: 3.939476 1.236616 -5.617956  -0.727
C: 3.877581 -1.100473 -4.854322  -0.614
Se: 2.778323 -0.806050 -3.444860  0.013
H: 5.101694 -4.172715 -4.759241  0.365
H: 3.348807 -4.039823 -5.040404  0.204
H: 4.049870 -3.367941 -3.563104  0.364
H: 5.758489 -2.831009 -6.884989  0.437
H: 5.602570 -0.159292 -7.461423  0.402
H: 4.431712 1.806940 -6.403502  0.318
H: 4.222890 1.619760 -4.637217  0.343
H: 2.857072 1.333224 -5.700933  0.124

Forces on atoms 1 to 6 (eV/Å):
Cs -0.42 -0.87 -3.03
C -0.03 0.09 0.00
O 0.06 -0.05 -0.04
C -0.13 -0.02 -0.05
C 0.02 0.06 0.03
C 0.09 -0.04 0.06

Its charge is -2. The energy above the lowest of the compared OMol25 structures with the same formula, charge and spin is 1.047 eV. Its HOMO energy is -1.53 eV. Its gap between HOMO and LUMO is 0.1839 Eh. The calculation puts the LUMO energy at 3.5 eV.